## i
{
  "formula": "C4H7O4P",
  "method": "the ωB97M-V functional and the def2-TZVPD basis",
  "homo_lumo_gap_ev": 5.80,
  "e_homo_ha": 0.0101,
  "charge": -2,
  "multiplicity": 1,
  "symbols": ["C", "C", "C", "C", "O", "O", "O", "O", "P", "H", "H", "H", "H", "H", "H", "H"],
  "xyz": [[-2.501, 0.033, 1.389], [-1.198, -0.253, 1.292], [-0.573, -1.588, 0.942], [1.055, 1.781, -1.489], [1.454, -1.020, -1.342], [2.871, 0.632, -0.045], [2.973, 0.478, -2.763], [-0.063, 1.978, -1.017], [2.176, 0.295, -1.438], [-2.977, 1.046, 1.375], [-3.200, -0.836, 1.415], [-1.258, -2.339, 0.492], [-0.123, -2.049, 1.909], [0.180, -1.370, 0.083], [1.531, 2.707, -1.959], [-0.347, 0.504, 1.157]]
}

=====

## ii
{
  "formula": "C4H7O4P",
  "method": "the ωB97M-V functional and the def2-TZVPD basis",
  "homo_lumo_gap_ev": 6.09,
  "e_homo_ha": 0.0225,
  "charge": -2,
  "multiplicity": 1,
  "symbols": ["C", "C", "C", "C", "O", "O", "O", "O", "P", "H", "H", "H", "H", "H", "H", "H"],
  "xyz": [[-1.705, -1.181, 0.400], [-0.729, -0.229, -0.129], [1.134, 1.585, 0.387], [0.481, 0.554, 1.199], [0.746, 0.383, -2.433], [1.433, -1.577, -0.934], [-0.630, -1.807, -2.410], [-2.077, 0.186, -0.001], [0.323, -0.865, -1.675], [-2.062, -1.977, -0.302], [-1.838, -1.550, 1.421], [0.659, 2.624, 0.638], [1.121, 1.372, -0.647], [2.102, 1.697, 0.805], [-0.083, 0.960, 1.933], [1.126, -0.176, 1.748]]
}

=====

Least stable of them? ii.

=====

## i
{
  "formula": "C2H5IO2",
  "method": "the ωB97M-V functional and the def2-TZVPD basis",
  "homo_lumo_gap_ev": 8.66,
  "e_homo_ha": -0.3050,
  "charge": 0,
  "multiplicity": 1,
  "symbols": ["C", "C", "O", "O", "I", "H", "H", "H", "H", "H"],
  "xyz": [[0.363, 0.562, 0.008], [-0.693, -0.505, 0.417], [-1.154, -1.587, -0.158], [-2.310, 0.715, 0.319], [-3.708, -0.056, -0.648], [1.286, 0.191, 0.198], [0.141, 1.664, 0.345], [0.183, 0.762, -1.086], [-0.642, -0.793, 1.473], [-1.547, -1.531, -1.102]]
}

=====

## ii
{
  "formula": "C2H5IO2",
  "method": "the ωB97M-V functional and the def2-TZVPD basis",
  "homo_lumo_gap_ev": 8.89,
  "e_homo_ha": -0.3187,
  "charge": 0,
  "multiplicity": 1,
  "symbols": ["C", "C", "O", "O", "I", "H", "H", "H", "H", "H"],
  "xyz": [[-1.197, -0.527, 0.044], [-0.753, 0.776, 0.397], [0.256, 1.330, 0.092], [1.669, -1.290, -0.568], [2.936, -0.036, -0.815], [-1.273, -0.608, -0.971], [-2.064, -0.846, 0.672], [-0.562, -1.417, 0.107], [-1.453, 1.489, 0.804], [2.441, 1.129, 0.237]]
}

=====

Least stable of them? ii.

=====

## i
{
  "formula": "C2H2ClN3",
  "method": "the ωB97M-V functional and the def2-TZVPD basis",
  "homo_lumo_gap_ev": 10.59,
  "e_homo_ha": -0.3623,
  "charge": 0,
  "multiplicity": 1,
  "smiles": "Clc1c[nH]nn1",
  "symbols": ["Cl", "C", "C", "N", "N", "N", "H", "H"],
  "xyz": [[-2.624, -0.356, -0.027], [-0.903, -0.347, 0.040], [-0.115, 0.734, -0.016], [1.118, 0.176, -0.031], [1.093, -1.154, -0.064], [-0.190, -1.510, 0.019], [-0.298, 1.784, -0.057], [1.920, 0.673, 0.136]]
}

=====

## ii
{
  "formula": "C2H2ClN3",
  "method": "the ωB97M-V functional and the def2-TZVPD basis",
  "homo_lumo_gap_ev": [9.06, 7.07],
  "e_homo_ha": [-0.3602, -0.3014],
  "charge": 0,
  "multiplicity": 1,
  "smiles": "N#C/C(N)=N/Cl",
  "symbols": ["N", "C", "C", "N", "N", "Cl", "H", "H"],
  "xyz": [[-0.015, -2.885, 0.029], [0.011, -1.713, -0.005], [-0.067, -0.359, 0.070], [-0.895, 0.679, 0.027], [1.700, 0.113, 0.086], [1.761, 1.812, -0.004], [-1.967, 0.735, -0.206], [-0.528, 1.618, 0.003]]
}

=====

Least stable of them? ii.